Entry 1:
Molecular formula: C28H45BI2N2O8
Method: DFT, ωB97M-V/def2-TZVPD

Summary:
**HOMO level**: -8.37 eV
**Charge**: 0
**Orbital gap**: 0.1950 Ha

Geometry as XYZ:
```
86
C28H45BI2N2O8, DFT ωB97M-V/def2-TZVPD
C 3.757 2.391 1.597
C 3.653 0.862 2.006
C 4.241 -0.104 0.916
C 3.175 -0.790 -0.007
C 2.619 0.160 -1.127
C 1.435 -0.507 -1.939
C 0.586 0.522 -2.774
C -0.955 0.437 -2.525
C -1.622 -0.879 -3.109
C -1.793 -1.991 -1.993
C -3.181 -1.822 -1.248
C -3.032 -2.165 0.289
C -4.064 -1.291 1.102
C -3.409 -0.318 2.150
C -3.360 1.190 1.704
C -2.225 1.705 0.758
C -0.816 1.109 1.021
C 0.359 2.134 1.311
N -0.526 -0.134 0.981
C -3.267 1.921 3.103
N -4.353 2.409 3.598
C -5.480 2.193 2.659
I -6.946 0.844 3.508
C -4.797 1.761 1.300
C -4.859 2.873 0.174
I -7.012 3.096 -0.268
C -4.378 4.309 0.657
C -3.335 4.876 -0.382
H 4.835 2.651 1.494
H 3.306 3.044 2.381
H 3.207 2.557 0.636
H 4.297 0.763 2.919
H 2.619 0.582 2.323
H 5.009 0.458 0.329
H 4.800 -0.914 1.447
H 3.679 -1.648 -0.511
H 2.365 -1.244 0.625
H 2.332 1.155 -0.711
H 3.460 0.321 -1.846
H 1.909 -1.229 -2.649
H 0.846 -1.095 -1.199
H 0.953 1.549 -2.504
H 0.845 0.403 -3.857
H -1.425 1.340 -2.994
H -1.190 0.439 -1.431
H -0.992 -1.239 -3.952
H -2.640 -0.604 -3.488
H -1.702 -2.987 -2.492
H -1.012 -1.912 -1.203
H -3.908 -2.558 -1.677
H -3.578 -0.789 -1.420
H -1.988 -2.109 0.659
H -3.346 -3.234 0.396
H -4.749 -0.793 0.383
H -4.701 -2.002 1.690
H -2.415 -0.690 2.498
H -4.063 -0.353 3.067
H -2.133 2.807 0.942
H -2.492 1.616 -0.324
H 1.276 1.655 0.904
H 0.436 2.407 2.383
H 0.163 3.014 0.645
H 0.470 -0.262 1.180
H -2.249 1.928 3.551
H -4.446 2.873 4.497
H -5.954 3.196 2.557
H -5.548 1.026 0.923
H -4.408 2.557 -0.786
H -3.835 4.213 1.636
H -5.227 5.013 0.800
H -2.586 4.110 -0.705
H -3.849 5.243 -1.296
H -2.785 5.704 0.116
B 6.615 -4.752 -1.493
O 7.601 -3.715 -1.136
C 8.774 -4.320 -0.957
O 9.792 -3.758 -0.657
C 8.613 -5.778 -1.188
O 9.476 -6.609 -1.108
O 7.344 -6.034 -1.503
O 5.502 -4.781 -0.522
C 4.381 -4.548 -1.192
O 3.286 -4.499 -0.696
C 4.698 -4.356 -2.631
O 3.905 -4.124 -3.506
O 6.009 -4.475 -2.810
```

In the Löwdin picture, each atom carries the following charge in e: -0.13 -0.25 -0.20 -0.20 -0.20 -0.18 -0.19 -0.21 -0.18 -0.19 -0.19 -0.19 -0.17 -0.12 -0.29 -0.07 -0.35 -0.02 0.18 0.07 0.08 -0.69 0.90 -0.35 -0.61 0.89 -0.31 -0.10 0.08 0.06 0.05 0.10 0.08 0.12 0.11 0.11 0.11 0.07 0.12 0.12 0.08 0.10 0.11 0.10 0.06 0.11 0.10 0.12 0.07 0.11 0.09 0.08 0.11 0.09 0.11 0.12 0.09 0.10 0.12 0.03 0.09 0.09 0.06 0.18 0.18 0.07 0.06 0.08 0.10 0.07 0.07 0.09 0.08 -0.88 0.23 -0.40 0.15 -0.40 0.15 0.23 0.24 -0.41 0.13 -0.41 0.14 0.24

Entry 2:
Molecular formula: C28H45BrCdN2P2
Method: DFT, ωB97M-V/def2-TZVPD

Summary:
**Energy above the lowest of the compared OMol25 structures with the same formula, charge and spin**: 0.174 eV
**HOMO level**: -12.35 eV
**Charge**: +2
**Orbital gap**: 0.1961 Ha

Geometry as XYZ:
```
79
C28H45BrCdN2P2, DFT ωB97M-V/def2-TZVPD
N -6.813 5.240 -4.633
C -6.411 5.712 -3.439
C -5.529 4.976 -2.624
C -4.945 3.753 -3.077
C -5.287 3.390 -4.402
C -6.319 4.091 -5.103
C -4.056 2.989 -2.180
Cd 0.594 -0.295 0.278
P 4.991 -0.650 0.402
C -2.914 2.395 -2.622
C -1.863 2.031 -1.710
C -0.594 1.586 -2.183
C 0.558 1.764 -1.429
C 0.479 2.445 -0.146
C -0.836 2.411 0.463
C -1.980 2.327 -0.331
Br 1.860 3.679 0.161
H -4.430 2.869 -1.156
H -2.740 2.285 -3.692
H -5.287 5.438 -1.671
H -4.756 2.557 -4.875
H -6.835 6.697 -3.170
H -6.670 3.660 -6.061
H -0.534 1.165 -3.188
H -2.921 2.721 0.084
H 1.550 1.564 -1.799
H -0.979 2.626 1.519
P -0.300 -2.434 0.082
C 4.702 1.158 0.374
C 5.998 1.960 0.173
H 4.238 1.391 1.344
H 3.996 1.345 -0.444
H 5.876 3.010 0.470
H 6.809 1.530 0.774
H 6.304 1.954 -0.880
C 4.330 -1.417 -1.126
C 5.386 -2.341 -1.750
H 4.085 -0.582 -1.798
H 3.418 -1.977 -0.869
H 5.176 -2.500 -2.811
H 6.394 -1.921 -1.658
H 5.400 -3.323 -1.266
C 3.937 -1.352 1.767
C 4.839 -1.973 2.830
H 3.267 -2.087 1.304
H 3.367 -0.514 2.177
H 4.323 -2.801 3.324
H 5.777 -2.354 2.400
H 5.101 -1.226 3.588
C -0.308 -3.481 1.570
C -1.436 -4.507 1.538
H -0.392 -2.810 2.438
H 0.682 -3.956 1.598
H -2.372 -4.089 1.922
H -1.639 -4.904 0.534
H -1.168 -5.349 2.182
C 0.535 -3.304 -1.278
C 0.134 -2.830 -2.677
H 0.277 -4.361 -1.109
H 1.623 -3.193 -1.120
H -0.895 -3.106 -2.910
H 0.236 -1.751 -2.823
H 0.784 -3.321 -3.405
C -2.087 -2.086 -0.187
C -2.825 -1.589 1.070
H -2.495 -3.049 -0.532
H -2.178 -1.353 -1.012
H -3.575 -0.847 0.776
H -3.332 -2.417 1.582
H -2.161 -1.104 1.796
C -1.225 -0.323 6.306
C -0.553 0.538 5.208
C -0.421 -0.082 3.894
N -0.117 -0.447 2.827
H -2.319 -0.345 6.168
H -1.025 0.156 7.268
H -0.829 -1.348 6.351
H -1.150 1.458 5.087
H 0.473 0.828 5.513
```

In the Löwdin picture, each atom carries the following charge in e: 0.06 -0.11 -0.02 -0.21 -0.01 -0.11 0.00 1.33 0.97 -0.03 -0.21 -0.05 -0.25 -0.77 -0.14 -0.02 0.87 0.12 0.13 0.11 0.11 0.12 0.12 0.13 0.13 0.08 0.11 0.78 -0.47 -0.16 0.06 0.03 0.07 0.07 0.08 -0.45 -0.17 0.07 0.02 0.07 0.07 0.07 -0.45 -0.17 0.04 0.04 0.07 0.06 0.08 -0.38 -0.12 0.05 0.10 0.07 0.08 0.09 -0.40 -0.13 0.10 0.07 0.08 0.06 0.09 -0.39 -0.13 0.09 0.08 0.08 0.07 0.02 -0.08 -0.20 -0.16 0.08 0.09 0.09 0.09 0.13 0.14

Entry 3:
Molecular formula: C28H45Cl2HfN2P
Method: DFT, ωB97M-V/def2-TZVPD

Summary:
**HOMO level (spin up / spin down)**: -5.78 / -5.75 eV
**Charge**: 0
**Orbital gap (spin up / spin down)**: 0.1762 / 0.1740 Ha

Geometry as XYZ:
```
79
C28H45Cl2HfN2P, DFT ωB97M-V/def2-TZVPD
P 0.146 -0.965 -3.947
C 1.678 -0.322 -4.921
C 1.919 -0.789 -6.367
C 3.284 -0.340 -6.897
C 3.602 1.138 -6.640
C 3.191 1.664 -5.261
C 1.797 1.203 -4.816
C -1.274 -0.069 -4.812
C -1.074 0.074 -6.314
C -2.351 0.568 -6.989
C -2.876 1.861 -6.358
C -2.839 1.905 -4.822
C -1.579 1.297 -4.183
C -0.036 -2.638 -4.777
C 1.154 -3.541 -4.422
C 1.072 -4.890 -5.155
C -0.274 -5.600 -4.978
C -1.488 -4.681 -5.141
C -1.353 -3.333 -4.414
H 2.466 -0.771 -4.291
H 1.142 -0.382 -7.025
H 1.847 -1.882 -6.452
H 3.307 -0.530 -7.977
H 4.066 -0.977 -6.459
H 4.678 1.287 -6.768
H 3.127 1.747 -7.420
H 3.921 1.337 -4.508
H 3.213 2.759 -5.270
H 1.614 1.531 -3.782
H 1.037 1.683 -5.450
H -2.134 -0.729 -4.618
H -3.112 -0.225 -6.945
H -0.767 -0.872 -6.785
H -0.272 0.806 -6.485
H -2.134 0.731 -8.053
H -3.906 2.018 -6.692
H -2.306 2.707 -6.762
H -2.940 2.945 -4.490
H -3.716 1.369 -4.434
H -1.715 1.202 -3.093
H -0.724 1.973 -4.328
H -0.041 -2.432 -5.861
H 2.112 -3.058 -4.661
H 1.148 -3.702 -3.332
H 1.257 -4.734 -6.229
H 1.877 -5.533 -4.784
H -0.308 -6.083 -3.994
H -0.344 -6.415 -5.704
H -2.385 -5.185 -4.765
H -1.653 -4.493 -6.213
H -2.219 -2.708 -4.675
H -1.387 -3.472 -3.322
Hf -0.168 -0.152 -0.168
Cl -1.848 -1.409 -1.149
Cl 1.929 -0.242 -1.176
C -0.852 1.804 0.224
H -1.492 1.816 1.144
C -0.712 3.165 -0.218
C -1.282 4.259 0.516
C -1.281 5.551 0.012
C -0.665 5.832 -1.222
C -0.006 4.800 -1.910
C 0.007 3.500 -1.408
H -1.707 4.033 1.498
H -1.752 6.359 0.572
H 0.514 5.016 -2.845
H 0.580 2.698 -1.891
H -0.692 6.840 -1.641
C -0.901 0.123 4.725
N 0.229 -0.682 4.194
C 1.252 -1.185 5.153
C 0.311 -0.887 2.929
N 0.142 -0.745 1.751
H -0.829 0.092 5.816
H -1.868 -0.300 4.408
H -0.835 1.174 4.389
H 1.411 -2.270 5.021
H 2.207 -0.640 5.044
H 0.858 -0.997 6.155
```

In the Löwdin picture, each atom carries the following charge in e: 1.04 -0.43 -0.21 -0.20 -0.20 -0.19 -0.23 -0.45 -0.23 -0.20 -0.20 -0.19 -0.22 -0.48 -0.22 -0.20 -0.21 -0.20 -0.22 0.09 0.09 0.09 0.11 0.11 0.10 0.11 0.11 0.11 0.08 0.09 0.10 0.11 0.10 0.09 0.11 0.10 0.11 0.11 0.11 0.09 0.09 0.09 0.10 0.12 0.11 0.11 0.11 0.10 0.11 0.11 0.10 0.09 0.66 -0.05 -0.04 -0.31 0.00 -0.38 -0.08 -0.11 -0.12 -0.11 -0.08 0.09 0.09 0.09 0.07 0.09 0.00 -0.17 -0.01 -0.18 0.02 0.08 0.10 0.11 0.10 0.10 0.08